Entry 1:
{"formula": "C38H54N10OS", "method": "ωB97M-V with the def2-TZVPD basis set", "e_lumo_ev": -1.9, "mol_weight_g_mol": 698.986, "total_charge": 0, "e_tot_ha": -2500.497780, "gap_ha": 0.2468, "smiles": "C#CCc1cc(OC#N)c2nsnc2c1.CCCC#N.CCCC#N.CCCC#N.CCCC#N.CCCC#N.CCCC#N.CCCC#N", "multiplicity": 1, "symbols": ["C", "C", "C", "C", "C", "C", "O", "C", "N", "C", "N", "S", "N", "C", "C", "H", "H", "H", "H", "H", "C", "C", "C", "C", "N", "H", "H", "H", "H", "H", "H", "H", "C", "C", "C", "C", "N", "H", "H", "H", "H", "H", "H", "H", "C", "C", "C", "C", "N", "H", "H", "H", "H", "H", "H", "H", "C", "C", "C", "C", "N", "H", "H", "H", "H", "H", "H", "H", "C", "C", "C", "C", "N", "H", "H", "H", "H", "H", "H", "H", "C", "C", "C", "C", "N", "H", "H", "H", "H", "H", "H", "H", "C", "C", "C", "C", "N", "H", "H", "H", "H", "H", "H", "H"], "xyz": [[-2.7595, 2.7583, -3.2011], [-2.1543, 1.5453, -3.6498], [-1.2698, 0.2036, -4.1134], [0.1704, 0.3025, -3.2694], [1.4410, 1.0477, -4.0089], [2.8462, 1.1543, -3.1518], [4.0621, 1.7759, -3.7490], [3.5500, 2.9563, -4.5198], [3.2511, 3.8302, -5.4222], [2.8447, 0.5387, -1.5961], [3.9525, 0.5262, -0.5659], [3.4267, -0.2382, 0.9502], [1.7734, -0.7224, 0.5836], [1.5610, -0.2147, -0.8331], [0.1697, -0.3249, -1.7536], [-2.8983, 3.7361, -2.5298], [-1.8587, -0.7840, -3.7971], [-1.0943, 0.1862, -5.2864], [1.2656, 1.4498, -5.0937], [-0.8167, -0.8026, -1.3453], [2.3226, 4.4324, 0.3248], [1.1684, 4.0751, 1.2559], [0.1365, 3.1561, 0.5990], [-0.4655, 3.8449, -0.6149], [-0.9648, 4.4164, -1.6220], [1.9769, 4.9885, -0.5525], [3.0482, 5.0657, 0.8448], [2.8417, 3.5310, -0.0203], [0.6831, 5.0003, 1.5903], [1.5708, 3.5820, 2.1477], [-0.6617, 2.9186, 1.3101], [0.6029, 2.2158, 0.2856], [-4.6675, -0.6389, 1.8105], [-5.0604, -0.1281, 0.4279], [-4.8493, -1.1692, -0.6732], [-3.3805, -1.5552, -0.7401], [-2.1622, -1.8754, -0.7955], [-3.6019, -0.8839, 1.8632], [-4.8620, 0.1269, 2.5680], [-5.2411, -1.5345, 2.0755], [-4.4772, 0.7735, 0.2042], [-6.1155, 0.1665, 0.4445], [-5.1578, -0.7602, -1.6410], [-5.4487, -2.0646, -0.4762], [-6.9916, -7.1901, -0.0446], [-6.0168, -6.2843, -0.7905], [-5.7472, -4.9687, -0.0573], [-7.0453, -4.1939, 0.1012], [-8.1222, -3.5512, 0.2328], [-7.9771, -6.7251, 0.0589], [-7.1316, -8.1286, -0.5902], [-6.6162, -7.4302, 0.9567], [-6.4188, -6.0776, -1.7899], [-5.0700, -6.8180, -0.9281], [-5.0335, -4.3620, -0.6245], [-5.3187, -5.1605, 0.9323], [3.9637, 8.3255, 0.9431], [2.7866, 9.1662, 1.4273], [2.8605, 9.4890, 2.9210], [2.8500, 8.1998, 3.7261], [2.8413, 7.1302, 4.3940], [3.9920, 7.3482, 1.4354], [3.8837, 8.1441, -0.1334], [4.9148, 8.8357, 1.1334], [1.8546, 8.6309, 1.2081], [2.7613, 10.1028, 0.8594], [2.0033, 10.1036, 3.2154], [3.7740, 10.0489, 3.1489], [7.6687, -1.4342, -4.9595], [6.4916, -0.5935, -4.4752], [6.5656, -0.2706, -2.9815], [6.5551, -1.5599, -2.1764], [6.5464, -2.6294, -1.5086], [7.6971, -2.4115, -4.4672], [7.5887, -1.6156, -6.0359], [8.6199, -0.9240, -4.7691], [5.5597, -1.1288, -4.6944], [6.4664, 0.3431, -5.0431], [5.7084, 0.3439, -2.6871], [7.4791, 0.2892, -2.7536], [8.1042, -3.3349, 1.5665], [9.1556, -4.4388, 1.5119], [9.1066, -5.3678, 2.7266], [9.3623, -4.5692, 3.9944], [9.5745, -3.9068, 5.0461], [8.2563, -2.6739, 2.4256], [8.1577, -2.7144, 0.6664], [7.0949, -3.7573, 1.6303], [10.1486, -3.9791, 1.4350], [9.0031, -5.0302, 0.6024], [9.8690, -6.1484, 2.6335], [8.1284, -5.8554, 2.7989], [-9.6457, -3.4504, 3.2485], [-10.7170, -2.8523, 4.1548], [-11.2538, -1.5155, 3.6394], [-10.1217, -0.5044, 3.5583], [-9.1825, 0.3342, 3.4910], [-8.7637, -2.8051, 3.1848], [-9.3128, -4.4168, 3.6402], [-10.0322, -3.6078, 2.2350], [-10.2985, -2.7223, 5.1604], [-11.5469, -3.5623, 4.2405], [-12.0272, -1.1356, 4.3153], [-11.7004, -1.6371, 2.6466]], "atomic_forces_ev_per_a": [[5.1, -8.5, -2.3], [-3.3, 7.8, 3.1], [-0.2, 1.0, 1.0], [1.3, -0.6, 2.8], [1.6, -1.6, 4.6], [-4.8, -1.6, -0.1], [-4.3, 3.1, -1.1], [-0.4, 3.2, -5.4], [2.5, -7.4, 7.9], [0.6, -1.1, 3.5], [-4.1, -0.8, -1.5], [-2.3, 0.8, -4.9], [2.0, 3.3, -5.5], [-0.3, 0.1, -1.0], [2.6, 2.3, -2.9], [0.3, -2.7, -2.0], [1.4, 2.3, -0.6], [-0.4, 0.2, 2.6], [0.7, -0.7, 2.4], [2.3, 1.0, -0.9], [0.1, 0.0, 0.0], [0.3, 0.3, 0.1], [-0.4, 0.7, -0.8], [-3.5, 3.6, -6.8], [4.1, -4.3, 8.2], [0.0, -0.1, 0.1], [-0.1, -0.1, 0.0], [0.0, 0.1, 0.0], [0.0, -0.2, 0.0], [-0.2, 0.0, -0.1], [0.0, 0.0, -0.3], [-0.1, 0.1, -0.1], [0.0, 0.0, 0.1], [0.0, 0.3, 0.4], [1.1, 0.0, 0.0], [8.0, -2.3, -0.6], [-10.1, 2.2, 0.6], [-0.1, 0.0, -0.1], [0.0, -0.2, -0.1], [0.1, 0.1, 0.0], [-0.1, -0.2, -0.1], [0.1, -0.1, -0.2], [0.2, -0.2, 0.0], [0.2, 0.1, 0.0], [-0.1, -0.1, 0.0], [-0.2, -0.4, -0.2], [-1.0, 0.4, -0.1], [-7.1, 4.5, 1.0], [8.6, -5.1, -1.1], [0.1, 0.0, 0.0], [0.0, 0.1, 0.1], [-0.1, 0.0, -0.1], [0.2, 0.1, 0.2], [0.0, 0.2, 0.0], [-0.2, 0.1, 0.1], [-0.2, 0.1, -0.1], [0.1, 0.0, -0.1], [0.1, -0.2, -0.4], [-0.2, -1.0, 0.4], [0.0, -7.1, 4.8], [0.1, 8.5, -5.4], [0.0, 0.2, 0.0], [0.0, 0.1, 0.1], [-0.1, -0.1, 0.0], [0.1, 0.2, 0.1], [-0.1, 0.0, 0.2], [0.1, -0.2, 0.1], [-0.1, -0.2, 0.1], [0.1, -0.1, -0.1], [0.1, -0.2, -0.3], [-0.2, -1.0, 0.4], [-0.1, -7.0, 4.8], [0.1, 8.4, -5.4], [0.0, 0.1, 0.0], [0.1, 0.1, 0.1], [-0.1, -0.1, 0.0], [0.1, 0.2, 0.1], [-0.1, 0.0, 0.2], [0.2, -0.2, 0.2], [-0.1, -0.2, 0.1], [0.0, 0.2, -0.1], [-0.1, 0.4, -0.2], [0.3, 0.7, 0.8], [1.4, 4.2, 7.3], [-1.7, -5.2, -8.4], [0.0, -0.2, 0.0], [-0.1, -0.2, 0.1], [0.1, 0.1, -0.1], [-0.1, -0.2, 0.0], [0.1, 0.0, 0.2], [-0.1, 0.1, 0.2], [0.1, 0.1, 0.1], [0.0, -0.1, 0.0], [0.3, -0.3, 0.1], [0.9, 0.6, 0.1], [6.1, 5.9, -0.6], [-7.4, -6.7, 0.6], [-0.2, 0.0, -0.1], [-0.1, 0.1, -0.1], [0.2, 0.0, 0.1], [-0.2, 0.1, -0.1], [0.0, 0.2, 0.0], [0.2, 0.1, -0.1], [0.2, 0.1, 0.1]]}

Entry 2:
{"formula": "C38H54NO27", "method": "ωB97M-V with the def2-TZVPD basis set", "e_lumo_ev": -4.4, "mol_weight_g_mol": 956.830, "total_charge": 1, "e_tot_ha": -3566.316082, "gap_ha": 0.2876, "multiplicity": 1, "symbols": ["C", "C", "C", "N", "C", "C", "C", "C", "C", "C", "C", "C", "H", "H", "H", "H", "H", "H", "H", "H", "H", "H", "H", "H", "H", "H", "H", "H", "H", "H", "C", "C", "O", "C", "O", "O", "H", "H", "H", "H", "C", "C", "O", "C", "O", "O", "H", "H", "H", "H", "C", "C", "O", "C", "O", "O", "H", "H", "H", "H", "C", "C", "O", "C", "O", "O", "H", "H", "H", "H", "C", "C", "O", "C", "O", "O", "H", "H", "H", "H", "C", "C", "O", "C", "O", "O", "H", "H", "H", "H", "C", "C", "O", "C", "O", "O", "H", "H", "H", "H", "C", "C", "O", "C", "O", "O", "H", "H", "H", "H", "C", "C", "O", "C", "O", "O", "H", "H", "H", "H"], "xyz": [[-0.9507, -2.1507, -4.6646], [-0.0209, -2.2368, -3.9032], [0.7838, -2.0771, -2.6830], [1.2283, -0.9059, -2.4077], [2.0035, -0.7150, -1.1417], [1.1590, 0.4002, -0.4273], [1.3567, 0.3794, 1.1273], [1.5108, 1.7983, -0.9918], [0.5742, 2.3040, -2.1237], [-0.9434, 2.1557, -1.8108], [1.8722, -2.1509, -0.5699], [1.1810, -3.1030, -1.6248], [-1.7731, -2.0817, -5.3542], [0.9866, -0.1886, -3.0897], [3.0054, -0.3662, -1.4275], [0.1109, 0.1094, -0.5918], [2.0088, 1.1857, 1.4748], [0.3625, 0.5929, 1.5540], [1.6422, -0.6057, 1.5156], [1.5621, 2.5824, -0.2283], [2.5281, 1.7553, -1.4255], [0.8033, 1.8773, -3.1151], [0.7648, 3.3854, -2.2204], [-1.1684, 2.2568, -0.7433], [-1.5109, 2.8477, -2.4415], [-1.2485, 1.1381, -2.1161], [1.0722, -2.0119, 0.1735], [2.7415, -2.5575, -0.0492], [1.9506, -3.7601, -2.0488], [0.3350, -3.5984, -1.1414], [-2.0372, -4.5703, 2.5308], [-2.2717, -3.3153, 1.7331], [-1.0544, -2.5841, 1.9407], [-0.0900, -3.4734, 2.2627], [1.0676, -3.1863, 2.3346], [-0.6003, -4.6987, 2.4811], [-2.5254, -5.4532, 2.1072], [-2.3437, -4.4687, 3.5734], [-2.3864, -3.5201, 0.6633], [-3.1182, -2.7238, 2.0689], [4.4602, 2.5125, 2.0793], [5.2710, 3.6257, 2.6931], [5.0627, 4.7020, 1.7714], [3.9033, 4.4710, 1.1216], [3.3596, 5.2583, 0.4124], [3.4310, 3.2280, 1.3813], [4.0322, 1.8427, 2.8221], [5.0320, 1.9245, 1.3579], [4.8988, 3.9245, 3.6747], [6.3278, 3.3838, 2.7745], [-2.5826, 2.2688, 2.2085], [-1.9636, 1.8160, 3.5008], [-2.7237, 0.6377, 3.8122], [-3.2323, 0.1609, 2.6572], [-3.7644, -0.9021, 2.5416], [-3.0541, 1.0341, 1.6411], [-1.8695, 2.7536, 1.5498], [-3.4321, 2.9347, 2.3638], [-0.9130, 1.5388, 3.3914], [-2.0527, 2.5590, 4.2875], [-3.4104, -8.0740, -1.0123], [-2.2488, -8.9430, -0.6115], [-1.8546, -8.3740, 0.6433], [-2.9287, -7.7340, 1.1605], [-2.9844, -7.3003, 2.2707], [-3.9307, -7.6497, 0.2582], [-4.1636, -8.6128, -1.5753], [-3.1048, -7.2001, -1.5745], [-2.5377, -9.9835, -0.4492], [-1.4338, -8.9108, -1.3295], [2.2194, 6.2188, 2.1281], [1.2215, 6.5134, 1.0384], [0.3008, 5.4238, 1.1596], [0.3838, 4.9539, 2.4270], [-0.3683, 4.1624, 2.9004], [1.4311, 5.5017, 3.0841], [2.6415, 7.1185, 2.5703], [3.0318, 5.5759, 1.7864], [0.6835, 7.4490, 1.2036], [1.6722, 6.5332, 0.0484], [-5.4792, -6.3968, -4.9556], [-5.3283, -7.5720, -5.8881], [-4.0446, -8.0908, -5.5255], [-3.7865, -7.7041, -4.2573], [-2.8816, -8.1101, -3.5987], [-4.6957, -6.7964, -3.8266], [-6.5116, -6.2154, -4.6665], [-5.0591, -5.4769, -5.3683], [-6.0816, -8.3430, -5.7167], [-5.3487, -7.2850, -6.9368], [-6.8157, 2.2810, 5.9073], [-5.5140, 2.1264, 6.6503], [-4.5564, 2.6212, 5.7098], [-5.2092, 3.4582, 4.8639], [-4.6771, 4.1606, 4.0651], [-6.5488, 3.3879, 5.0439], [-7.6547, 2.4961, 6.5650], [-7.0570, 1.4079, 5.2973], [-5.4710, 2.7401, 7.5525], [-5.2988, 1.0934, 6.9141], [4.8037, 8.3748, 0.4565], [5.5058, 8.9176, -0.7622], [6.1284, 10.1010, -0.2615], [6.2858, 9.9512, 1.0799], [6.9171, 10.6795, 1.7683], [5.6209, 8.8522, 1.5260], [4.7503, 7.2894, 0.4637], [3.7955, 8.7810, 0.5737], [6.2790, 8.2420, -1.1355], [4.8210, 9.1534, -1.5742], [4.3402, -2.4667, -4.5175], [3.0115, -2.8126, -5.1471], [3.3630, -3.0751, -6.4984], [4.6805, -3.4279, -6.5229], [5.2389, -3.8670, -7.4656], [5.2615, -3.2049, -5.3110], [4.4042, -2.7654, -3.4711], [4.5768, -1.4022, -4.5973], [2.5636, -3.7137, -4.7159], [2.2934, -1.9971, -5.0859]], "atomic_forces_ev_per_a": [[0.3, -0.1, 0.0], [0.0, 0.2, 1.6], [-0.6, -0.9, -0.6], [0.3, -0.3, -1.2], [-1.2, 0.0, -0.7], [1.2, -0.2, 1.4], [-0.8, 0.0, -0.3], [-0.2, -0.1, -1.2], [-0.4, 0.8, 0.6], [0.7, -0.9, -0.7], [-1.5, 0.4, 0.7], [1.3, 1.7, 0.0], [0.3, -0.1, 0.1], [0.3, 0.5, 0.4], [-0.2, -0.2, 0.2], [0.2, 0.3, -0.1], [0.1, -0.4, -0.1], [0.4, 0.0, 0.0], [0.1, 0.3, 0.0], [-0.3, -0.4, 0.1], [-0.2, 0.1, 0.3], [0.0, 0.0, 0.2], [0.1, -0.4, -0.1], [0.0, 0.3, -0.3], [0.0, -0.1, 0.4], [-0.2, 0.3, 0.3], [0.6, -0.3, 0.2], [-0.1, 0.1, -0.3], [-0.6, -0.4, -0.1], [0.2, -0.3, -0.6], [-0.4, -0.2, -0.1], [-0.5, -0.1, -0.1], [0.2, 0.0, -0.2], [-0.2, -0.2, 0.2], [0.3, 0.0, -0.1], [0.1, 0.4, -0.1], [0.4, 0.4, 0.3], [0.1, 0.0, 0.0], [0.1, 0.0, 0.0], [0.2, 0.0, 0.0], [0.1, -0.4, 0.2], [0.3, -0.2, 0.5], [-0.6, 0.1, -0.3], [2.0, -2.3, -1.5], [2.2, -2.0, -4.0], [0.1, 0.6, 0.0], [-0.2, 0.1, -0.1], [0.0, 0.1, 0.0], [0.0, 0.0, -0.1], [0.0, 0.2, -0.2], [0.0, 0.5, -0.2], [0.3, 0.3, 0.3], [-0.1, -0.1, -0.4], [0.1, 0.1, 0.1], [-0.2, 0.2, 0.0], [0.0, -0.3, 0.2], [0.0, -0.2, -0.1], [0.0, 0.0, 0.0], [-0.1, 0.0, 0.0], [-0.1, -0.2, 0.1], [-0.2, 0.1, 0.1], [0.2, -0.3, -0.3], [-0.2, 0.2, 0.0], [-0.1, -0.3, 0.1], [-0.1, -0.3, -0.1], [0.3, -0.1, 0.2], [-0.2, 0.1, 0.2], [0.0, 0.1, 0.1], [0.0, 0.0, 0.0], [0.1, 0.1, 0.2], [-0.1, 1.0, 1.8], [0.0, 0.4, -0.3], [0.0, -0.1, 0.2], [0.3, 0.3, 0.2], [-0.1, -0.3, 0.0], [-0.8, -0.2, 0.1], [-0.2, 0.1, 0.3], [-2.6, 2.7, 3.0], [-0.1, 0.0, 0.1], [-0.3, -0.1, 0.1], [-0.3, 0.3, -0.1], [-0.3, -0.1, -0.3], [0.0, 0.2, 0.2], [0.1, -0.2, -0.2], [0.1, 0.0, -0.4], [0.1, -0.1, -0.1], [0.1, 0.0, 0.2], [0.0, 0.0, 0.0], [0.0, 0.0, 0.0], [0.2, -0.1, 0.0], [-0.4, -0.2, 0.1], [0.1, -0.2, 0.4], [-0.2, 0.2, -0.2], [0.0, 0.1, 0.0], [0.1, -0.1, 0.0], [0.2, 0.0, 0.0], [0.0, 0.2, -0.1], [0.1, 0.0, 0.0], [0.0, 0.0, -0.1], [0.2, 0.0, -0.1], [-0.2, -0.3, 0.1], [0.0, 0.0, -0.4], [-0.1, -0.2, 0.1], [0.2, 0.3, 0.1], [0.0, 0.0, 0.0], [0.0, 0.0, -0.2], [0.1, 0.0, 0.2], [0.0, 0.1, 0.0], [0.0, 0.0, 0.1], [0.1, 0.2, 0.0], [0.1, 0.1, 0.3], [-0.2, 0.0, 0.1], [0.1, 0.1, 0.2], [0.2, -0.2, -0.3], [0.0, 0.0, 0.0], [-0.3, 0.0, 0.0], [0.2, -0.1, -0.1], [0.0, 0.0, 0.0], [0.0, 0.0, 0.0], [0.0, 0.0, -0.3]]}